A 2-piece molecular cluster, C4H8O overall in a non-equilibrium geometry, computed with wB97M-V/def2-TZVPD.

Calculated values
calculated total energy	-232.3781	Ha
relative energy (zero: lowest compared OMol25 entry of this formula, charge and spin)	177.2	kJ/mol
Kohn-Sham gap	10.005	eV

```
! wB97M-V def2-TZVPD RIJCOSX def2/J DEFGRID3
* xyz 0 1
C 0.80534 -1.20675 3.02476
C 1.09137 -0.27913 2.15276
C 1.99691 -0.28555 1.06745
C 2.18824 0.63517 0.11341
H 1.13056 -2.26003 2.93338
H 0.14823 -1.10612 3.84319
H 0.62002 0.70501 2.40044
H 2.76537 -1.14397 1.12754
H 2.86833 0.60410 -0.78175
H 1.47503 1.52738 0.08252
O -4.63980 0.77484 -4.77483
H -4.18973 1.14091 -5.54062
H -4.19062 1.15157 -4.01632
*
```

These are the natural (NBO) partial charges, in e, on atoms 1 to 8:
1 C -0.35
2 C -0.24
3 C -0.23
4 C -0.37
5 H 0.18
6 H 0.20
7 H 0.20
8 H 0.20